P | H2N3O2S | the ωB97M-V functional and the def2-TZVPD basis

frontier orbital gap	0.2852	Eh
E_HOMO	-0.1304	hartree

```
! RIJCOSX wB97M-V def2-TZVPD def2/J DEFGRID3
* xyz -1 1
N 3.0515 -0.7252 1.7332
N 0.0897 0.3489 -0.4902
N 1.8949 -0.8357 1.2700
O 0.8721 -1.5545 1.5086
O 3.6120 0.2361 1.0183
S 1.8043 0.4080 0.0123
H -0.6171 0.2442 0.2200
H 0.0129 -0.4572 -1.1768
*
```

Q | H2N3O2S | the ωB97M-V functional and the def2-TZVPD basis

frontier orbital gap	0.2753	Eh
E_HOMO	-0.1364	hartree

```
! RIJCOSX wB97M-V def2-TZVPD def2/J DEFGRID3
* xyz -1 1
N -0.9115 -0.5467 -1.7354
N -2.0164 -0.9075 -1.4236
N -3.0879 -0.6261 -0.9002
O 0.7603 0.4559 0.2859
O -3.8268 -1.3787 -0.1803
S -0.1789 -0.5337 -3.2093
H 0.4868 0.5617 -0.6072
H -0.0014 0.3644 0.8330
*
```

Ranked by calculated energy, most stable first: P, Q.

P | C2H3N3O | the ωB97M-V functional and the def2-TZVPD basis

structure (SMILES)	Oc1ncn[nH]1
frontier orbital gap	0.3823	Eh
E_HOMO	-0.3659	hartree

```
! RIJCOSX wB97M-V def2-TZVPD def2/J DEFGRID3
* xyz 0 1
O -1.8059 -0.8745 0.0529
C -0.5429 -0.4500 -0.0191
N 0.5211 -1.1691 -0.1763
C 1.4975 -0.1917 -0.2184
N 1.0998 1.0390 -0.0878
N -0.2780 0.8987 0.0433
H -2.3798 -0.1250 -0.1704
H 2.5465 -0.4283 -0.3344
H -0.6013 1.2717 0.9258
*
```

Q | C2H3N3O | the ωB97M-V functional and the def2-TZVPD basis

frontier orbital gap (alpha / beta)	0.3285 / 0.3284	Eh
E_HOMO (alpha / beta)	-0.3380 / -0.3380	hartree

```
! RIJCOSX wB97M-V def2-TZVPD def2/J DEFGRID3
* xyz 0 1
O -2.0394 -0.3572 -0.0672
C -0.7352 -0.1376 0.1069
N 0.1525 -1.0092 0.2850
N 1.3925 -0.9862 0.0225
N 1.5251 1.2449 -0.2193
C 0.3548 1.4908 -0.2511
H -2.2018 -1.2723 -0.3615
H 1.9015 -1.2816 0.8703
H -0.3546 2.3052 -0.3851
*
```

Ranked by calculated energy, most stable first: P, Q.